--- a ---
# C4H7N3S

A single C4H7N3S molecule (ωB97M-V/def2-TZVPD, OMol25).

SMILES   S/N=C\N=C/N1CC1
HOMO level   -8.310 eV
LUMO level   -0.0020 hartree
2S+1   1

Structure (XYZ):
```
15
C4H7N3S, DFT ωB97M-V/def2-TZVPD
S -3.05905 -0.33577 -0.01947
N 1.93757 0.44794 -0.07730
N -2.02503 1.01517 -0.06173
N -0.30536 -0.42137 0.05137
C 3.12685 -0.01621 0.75392
C -0.74122 0.77750 0.07302
C 3.21141 -0.06827 -0.71179
C 0.89197 -0.68945 -0.06798
H -2.13870 -1.31859 0.12332
H 2.81025 -0.99362 1.33392
H 1.37928 -1.69640 0.08965
H -0.00807 1.64685 0.22858
H 3.25614 -1.09375 -0.94582
H 3.64617 0.84922 1.31242
H 3.81541 0.66503 -1.49989
```

Atomic partial charges in e from the Mulliken method, atoms 1 to 4: atom 1 (S): -0.1263, atom 2 (N): -0.3579, atom 3 (N): -0.4446, atom 4 (N): -0.3483

---

--- b ---
# C4H7N3S

A single C4H7N3S molecule (ωB97M-V/def2-TZVPD, OMol25).

SMILES   [H]/N=C\N/C=C\C(N)=S
HOMO level   -8.501 eV
LUMO level   -0.0161 hartree
2S+1   1

Structure (XYZ):
```
15
C4H7N3S, DFT ωB97M-V/def2-TZVPD
S 0.13380 -1.57330 -2.60147
N 0.31569 -1.84674 -0.02335
N 0.08115 2.82595 2.72392
N 0.37153 0.86745 1.25667
C 0.82958 1.89285 2.17429
C -0.12636 -1.03779 -1.00318
C -0.97808 0.02599 -0.48407
C -0.81439 0.79193 0.62678
H 0.00196 -1.60840 0.85241
H 0.99367 0.22863 0.80909
H -1.90797 0.37325 -1.12466
H -1.46871 1.59953 0.88745
H 0.43102 -2.86016 -0.45132
H 1.90796 1.77080 2.52341
H -0.94184 2.70462 2.54352
```

Atomic partial charges in e from the Mulliken method, atoms 1 to 4: atom 1 (S): -0.3410, atom 2 (N): -0.4086, atom 3 (N): -0.6239, atom 4 (N): -0.1304

---

--- c ---
# C4H7N3S

A single C4H7N3S molecule (ωB97M-V/def2-TZVPD, OMol25).

SMILES   C=NN1C=NSCC1
HOMO level   -7.773 eV
LUMO level   0.0329 hartree
2S+1   1

Structure (XYZ):
```
15
C4H7N3S, DFT ωB97M-V/def2-TZVPD
S -2.54042 -0.67676 -0.30114
N 1.80777 0.23929 0.16155
N 0.42235 -0.02914 -0.04952
N -1.27606 -1.70890 0.13880
C -0.07161 -1.27538 0.28716
C -1.90918 0.92038 0.27725
C 2.55677 -0.66418 -0.33332
C -0.48278 1.19074 -0.23919
H 2.22676 -1.50518 -0.94802
H -0.44109 1.48824 -1.25966
H -2.67697 1.66685 -0.02447
H 0.63234 -1.98265 0.71024
H -1.77810 0.90204 1.34979
H -0.06399 2.00304 0.30990
H 3.59420 -0.56838 -0.07939
```

Atomic partial charges in e from the Mulliken method, atoms 1 to 4: atom 1 (S): -0.0351, atom 2 (N): -0.7042, atom 3 (N): 0.4080, atom 4 (N): -0.4932

---

--- d ---
# C4H7N3S

A single C4H7N3S molecule (ωB97M-V/def2-TZVPD, OMol25).

SMILES   [H]/N=C(\N=C/N)C(C)=S
HOMO level   -8.825 eV
LUMO level   -0.0328 hartree
2S+1   1

Structure (XYZ):
```
15
C4H7N3S, DFT ωB97M-V/def2-TZVPD
S 1.28958 0.72671 1.24552
N 0.21375 0.39602 -1.65616
N -1.68716 1.38683 -0.56065
N -1.30061 -1.37122 -0.61524
C -0.72479 1.28485 -1.51220
C -0.19218 -0.57771 -0.68102
C 0.51223 -0.60839 0.68383
C 0.73485 -1.96593 1.38690
H -1.46741 -1.34394 -1.67607
H -2.02951 2.22246 -0.28429
H 1.29654 -2.55687 0.73978
H -0.92603 2.02237 -2.47691
H 1.34294 -2.00062 2.29914
H -0.02801 -2.50541 1.68536
H -1.38425 0.85639 0.34387
```

Atomic partial charges in e from the Mulliken method, atoms 1 to 4: atom 1 (S): -0.1744, atom 2 (N): -0.5522, atom 3 (N): -0.3914, atom 4 (N): -0.4698

---

Pick b: it beats the second-best structure by 0.329 eV.

---

--- a ---
# C3H9N2O

A molecular structure, C3H9N2O (ωB97M-V/def2-TZVPD, OMol25).

Net charge   -1
HOMO level (spin up / spin down)   -1.871 / -1.872 eV
LUMO level (spin up / spin down)   0.1628 / 0.1628 hartree
2S+1   1

Structure (XYZ):
```
15
C3H9N2O, DFT ωB97M-V/def2-TZVPD
O 1.27778 -1.76826 0.89998
N -0.12323 0.32272 0.84324
N 0.17324 -1.39882 0.30291
C 0.31093 -1.50516 -1.17161
C 0.86756 1.35823 0.45786
C -1.48025 0.70775 0.63386
H -1.58601 1.70505 0.19555
H 1.68245 1.21350 1.21687
H -0.36978 -0.89238 -1.87894
H 0.14533 -2.59108 -1.47294
H -2.20546 0.67634 1.47306
H 0.46734 2.34977 0.52012
H 1.42556 1.21424 -0.52529
H -1.92322 -0.06322 -0.00361
H 1.33776 -1.32867 -1.49105
```

Atomic partial charges in e from the Mulliken method, atoms 1 to 4: atom 1 (O): -0.7077, atom 2 (N): -0.2568, atom 3 (N): -0.0073, atom 4 (C): -0.8842

---

--- b ---
# C3H9N2O

2 unconnected molecules or ions with the total composition C3H9N2O (ωB97M-V/def2-TZVPD, OMol25).

Net charge   -1
HOMO level   -2.994 eV
LUMO level   0.1646 hartree
2S+1   1

Structure (XYZ):
```
15
C3H9N2O, DFT ωB97M-V/def2-TZVPD
O 0.67976 -0.59681 -0.11419
N -1.79413 1.38100 -1.49300
N 2.02752 -0.29347 1.80071
C -0.55361 1.66806 -1.44453
C 1.54865 -1.21567 0.69407
C -2.11828 0.12525 -0.79700
H 1.09820 -2.11104 1.20333
H 1.20085 0.26402 1.99278
H 2.46667 -1.50803 0.14786
H 2.17558 -0.82252 2.65744
H -2.55314 0.43842 0.16148
H 0.17301 0.85972 -1.22400
H -0.22960 2.67962 -1.70244
H -1.21286 -0.46126 -0.54589
H -2.90863 -0.40730 -1.33663
```

Atomic partial charges in e from the Mulliken method, atoms 1 to 4: atom 1 (O): -0.7462, atom 2 (N): -0.5309, atom 3 (N): -0.6951, atom 4 (C): -0.1879

---

Pick b: it beats the second-best structure by 3.081 eV.

---

--- a ---
# C7H14NO

A gas-phase ion, C7H14NO (charge +1) (ωB97M-V/def2-TZVPD, OMol25).

Net charge   +1
SMILES   CC(=O)[C@]1(C)[NH2+]C1(C)C
HOMO level   -14.511 eV
LUMO level   -0.1127 hartree
2S+1   1

Structure (XYZ):
```
23
C7H14NO, DFT ωB97M-V/def2-TZVPD
O 1.96162 1.43413 -1.06279
N -0.42951 0.57528 -1.45094
C -0.55881 1.62709 0.92582
C -0.81552 0.47039 -0.00863
C 2.78898 -0.17852 0.58759
C 0.59902 -1.83130 -0.71610
C -2.11968 -0.13868 0.33588
C 0.40093 -0.19627 -0.53885
C 1.82190 0.47731 -0.34729
H -1.41216 2.41037 1.07814
H 2.85435 -1.23981 0.28178
H -0.27135 1.27998 1.83125
H -1.05579 0.22438 -2.11346
H 2.40001 -0.08206 1.62608
H -1.88318 -0.87895 1.08902
H 3.72293 0.23712 0.23477
H 0.59109 -2.28782 0.25877
H -2.84088 0.69451 0.64941
H 0.12738 1.36076 -1.77768
H -2.63134 -0.64672 -0.44941
H -0.11737 -2.32256 -1.27881
H 1.52346 -1.91655 -1.15581
H 0.31432 2.38263 0.65770
```

Atomic partial charges in e from the Mulliken method, atoms 1 to 4: atom 1 (O): -0.5534, atom 2 (N): -0.2340, atom 3 (C): -1.6107, atom 4 (C): 1.0078

---

--- b ---
# C7H14NO

A gas-phase ion, C7H14NO (charge +1) (ωB97M-V/def2-TZVPD, OMol25).

Net charge   +1
HOMO level   -13.872 eV
LUMO level   -0.1815 hartree
2S+1   1

Structure (XYZ):
```
23
C7H14NO, DFT ωB97M-V/def2-TZVPD
O 0.13877 -2.65929 -0.74818
N -1.23723 -1.62023 0.46873
C -0.01183 -2.36153 0.55554
C 1.04961 0.33909 0.96572
C -0.41657 0.73545 1.04209
C 0.68466 0.24694 -1.59748
C -1.42535 -0.44659 1.27016
C 0.40457 0.91648 -0.25328
C 0.54731 2.38029 -0.54641
H 0.63729 2.92178 0.30032
H 0.69941 -0.87203 -1.57892
H -0.67691 1.48925 1.76886
H 0.83711 -0.94135 0.89802
H 1.47673 2.57624 -1.11716
H -1.21613 -1.19434 -0.52641
H -1.31176 -0.69147 2.33942
H -0.37089 2.78504 -1.19176
H 1.88101 0.67974 1.47078
H 0.15261 0.69618 -2.41621
H -2.09825 -2.19149 0.41446
H 1.00688 -3.27519 -0.86364
H -2.40060 -0.07586 1.14378
H 1.64957 0.56287 -1.79844
```

Atomic partial charges in e from the Mulliken method, atoms 1 to 4: atom 1 (O): -0.4211, atom 2 (N): 0.1280, atom 3 (C): -0.7314, atom 4 (C): -0.2173

---

Pick a: it beats the second-best structure by 4.277 eV.